50
Properties=species:S:1:pos:R:3:mulliken_charge:R:1 method="wB97M-V/def2-TZVPD" lumo_ev=1.2 homo_ev=-4.50 total_charge=-1 relative_energy_kcal_mol=3.1 gap_ha=0.2089 total_energy_ev=-57235.9261
C 3.1097 1.6236 -3.6208 -1.458
C 2.6952 1.8754 -2.1996 1.073
C 2.4828 3.1876 -1.7694 -0.745
C 2.1058 3.4575 -0.4569 -0.285
C 1.9100 2.3928 0.4306 -0.001
S 1.3384 2.7365 2.0729 1.295
O 2.1231 2.0741 3.0767 -0.678
O 0.9608 4.1175 2.1778 -0.653
N -0.1071 1.7682 2.0893 0.356
C -1.2461 2.0976 1.3284 0.505
C -1.4153 3.0601 0.3520 -0.059
C -2.6672 3.1327 -0.2782 -0.531
N -2.8403 4.0232 -1.3800 0.952
O -3.9583 4.0845 -1.9402 -0.640
O -1.8612 4.7083 -1.7559 -0.619
C -3.7362 2.2844 0.1245 -0.585
C -3.5436 1.3302 1.1248 -0.325
C -2.2854 1.2278 1.7348 -0.107
C -1.7253 0.3949 2.7837 -0.028
N -2.4488 -0.5461 3.5387 1.021
O -3.6204 -0.8251 3.1784 -0.675
O -1.9101 -1.0632 4.5439 -0.597
C -0.4058 0.7935 2.9922 0.013
C 2.1572 1.0755 0.0307 -0.370
C 2.5300 0.8255 -1.2880 -0.913
H 3.1849 0.5524 -3.8211 0.338
H 2.3896 2.0596 -4.3231 0.338
H 4.0829 2.0831 -3.8326 0.332
H 2.6134 4.0139 -2.4716 0.351
H 1.9336 4.4800 -0.1284 0.454
H -0.6239 3.7354 0.0527 0.528
H -4.6934 2.3913 -0.3789 0.461
H -4.3445 0.6611 1.4293 0.511
H 0.2901 0.4775 3.7570 -0.234
H 2.0507 0.2586 0.7416 0.527
H 2.6999 -0.2000 -1.6212 0.305
O 2.5200 -5.0427 5.8171 -0.614
N 2.9819 -4.0951 6.4816 0.967
O 3.6707 -4.2591 7.5141 -0.626
C 2.7267 -2.7390 6.0734 0.059
C 3.2585 -1.7228 6.8824 -0.377
C 3.0359 -0.3971 6.5057 -0.783
C 2.3045 -0.0867 5.3684 -0.317
C 1.6850 -1.1054 4.5466 0.451
O 0.9383 -0.8237 3.5288 -0.696
C 1.9677 -2.4622 4.9404 -0.456
H 3.8231 -1.9866 7.7726 0.415
H 3.4488 0.4007 7.1203 0.353
H 2.1766 0.9444 5.0543 0.350
H 1.5557 -3.2802 4.3581 0.417



15
Properties=species:S:1:pos:R:3:mulliken_charge:R:1 method="wB97M-V/def2-TZVPD" lumo_ev=0.6 homo_ev=-10.34 total_charge=0 smiles="C=O.CCC" relative_energy_kcal_mol=57.5 gap_ha=0.4006 total_energy_ev=-6355.3114
C 1.8332 -2.8889 5.0985 -0.044
O 1.2974 -2.7622 6.2187 -0.407
H 2.6719 -2.1059 4.8476 0.180
H 1.5728 -3.5459 4.3588 0.271
C 0.0759 1.9031 -2.4788 -1.066
C -1.2607 1.2862 -1.8655 -0.271
C -0.9788 0.0008 -1.1620 -1.058
H 0.9980 1.4213 -2.4090 0.394
H 0.0134 2.9621 -2.3536 0.299
H -0.2395 1.6455 -3.4922 0.273
H -2.0259 1.0966 -2.6118 0.352
H -1.4474 1.9926 -1.0748 0.240
H -1.9251 -0.4717 -0.7434 0.289
H -0.4663 -0.6647 -1.9191 0.265
H -0.1192 0.1310 -0.4133 0.283



7
Properties=species:S:1:pos:R:3:mulliken_charge:R:1 method="wB97M-V/def2-TZVPD" lumo_ev=4.8 homo_ev=-3.96 total_charge=-1 relative_energy_kcal_mol=54.6 gap_ha=0.3207 total_energy_ev=-9522.2802
C -0.8585 -0.7625 -0.0055 0.222
C -1.2827 0.5656 0.0089 0.423
N -1.0451 -1.8366 -0.4482 -0.612
N 0.7100 -0.2628 0.8009 -0.608
N -1.5879 1.6507 0.0433 -0.458
N 2.4962 0.4869 -0.4707 -0.603
N 1.5680 0.1587 0.0712 0.635



38
Properties=species:S:1:pos:R:3:mulliken_charge:R:1 method="wB97M-V/def2-TZVPD" lumo_ev="-9.4 / -11.0" homo_ev="-15.88 / -15.84" total_charge=+2 relative_energy_kcal_mol=52.9 gap_ha="0.2372 / 0.1773" total_energy_ev=-127967.6657
I -0.0037 -0.8237 -3.2400 0.123
I 0.0071 4.0234 -1.6418 0.315
Ga 0.0215 1.4072 -1.0555 0.482
P -2.0625 0.2826 -0.4016 0.813
C -3.1744 -0.1535 -1.7796 -1.191
C -2.0421 -1.1211 0.7671 -1.121
H -3.0697 -1.2890 1.1074 0.439
H -4.1649 1.1971 0.3894 0.523
H -1.4108 -0.8484 1.6198 0.246
H -2.8692 1.3744 1.6347 0.277
H -2.9062 -1.1180 -2.2119 0.375
H -1.6625 -2.0259 0.2918 0.385
C -3.1018 1.4423 0.5570 -1.190
H -4.2042 -0.1810 -1.4103 0.456
H -2.8874 2.4593 0.2058 0.357
H -3.0862 0.6331 -2.5349 0.396
P 2.0941 0.2804 -0.4561 0.808
C 3.1874 -0.1979 -1.8335 -1.219
C 3.1400 1.4481 0.4867 -1.199
H 1.4454 -0.8569 1.5618 0.223
H 3.1009 -1.2918 1.0479 0.452
H 1.7012 -2.0275 0.2199 0.373
C 2.0736 -1.1272 0.7072 -1.049
H 2.9131 1.3742 1.5672 0.325
H 4.2010 1.1970 0.3061 0.493
H 4.2211 -0.2290 -1.4768 0.450
H 3.0997 0.5693 -2.6076 0.401
H 2.9191 2.4665 0.1380 0.356
H 2.9080 -1.1711 -2.2377 0.374
C -0.0265 -2.3972 -1.3087 0.233
O -0.0226 -3.5422 -1.1449 -0.152
Cl 0.6955 4.6734 2.1236 -0.144
C -0.0651 3.2553 2.9423 0.015
Cl -1.7923 3.5495 3.1922 -0.117
C 0.0253 1.9674 2.0981 0.150
O 0.2158 0.8997 2.6717 -0.551
O -0.0692 2.2007 0.8296 -0.342
H 0.4434 3.0822 3.8842 0.436